(w)
Computed, not measured: a single C7H10N2O2 molecule, with the ωB97M-V functional and the def2-TZVPD basis.

LUMO: 0.3 eV
highest occupied orbital energy: -10.23 eV

The geometry in ORCA input format:
```
! RIJCOSX wB97M-V def2-TZVPD def2/J DEFGRID3
* xyz 0 1
C -2.02150 0.13394 -0.88007
C -1.61395 0.75947 0.47137
C 0.86903 1.32948 -0.17801
C 1.48243 -0.01982 -0.08168
C 1.43287 -0.78303 1.18178
C 0.91509 -1.40480 -0.04550
C 2.86183 -0.02837 -0.58074
H -2.64347 -1.54318 0.02712
H -1.28764 -0.55371 -1.33814
H -2.35737 0.70459 -1.80011
H -1.43345 -0.02001 1.17032
H -2.48450 1.31145 0.89561
H -0.60435 2.57698 0.32421
H 2.49212 -1.07630 1.40391
H 0.78354 -0.21031 1.92471
H 1.59373 -2.05925 -0.61680
H -0.07908 -1.67702 -0.20347
N -0.40918 1.61244 0.43151
N 3.98395 -0.44199 -0.82227
O -3.06183 -0.81888 -0.69252
O 1.58171 2.20832 -0.59123
*
```

Löwdin population analysis, charges in e, atoms 1 to 8:
1 C -0.277
2 C -0.157
3 C -0.393
4 C -0.367
5 C -0.057
6 C -0.056
7 C -0.129
8 H 0.178

(x)
Computed, not measured: a 2-piece molecular cluster, C7H10N2O2 overall, with the ωB97M-V functional and the def2-TZVPD basis.

LUMO: 0.6 eV
highest occupied orbital energy: -8.56 eV

The geometry in ORCA input format:
```
! RIJCOSX wB97M-V def2-TZVPD def2/J DEFGRID3
* xyz 0 1
C -2.88114 -1.34491 0.36479
C -1.50838 -1.08996 0.30020
C -2.72080 0.76028 -0.03559
C -0.36905 1.23154 -0.09946
C 1.45399 -0.34403 -1.35570
C 1.83497 -0.23954 1.18132
C 1.57023 0.48928 -0.06448
N -3.62129 -0.20068 0.11703
N -1.42749 0.30428 0.01352
O -0.44799 2.40505 -0.27956
O 2.31392 1.59781 -0.27837
H -3.25416 -2.44009 0.52523
H -0.75928 -1.67773 0.59438
H -3.00844 1.68791 -0.46190
H 2.22682 -1.19023 -1.38139
H 1.66892 0.15206 -2.27246
H 0.41596 -0.89341 -1.39887
H 2.76387 -0.74698 0.95243
H 1.11953 -1.05220 1.20483
H 2.13194 0.49316 1.85506
H 2.49785 2.09838 0.51899
*
```

Löwdin population analysis, charges in e, atoms 1 to 8:
1 C -0.140
2 C -0.054
3 C -0.143
4 C -0.236
5 C -0.035
6 C -0.022
7 C -0.485
8 N 0.058

(y)
Computed, not measured: C7H10N2O2 as an isolated structure, with the ωB97M-V functional and the def2-TZVPD basis.

LUMO: -0.7 eV
highest occupied orbital energy: -9.61 eV

The geometry in ORCA input format:
```
! RIJCOSX wB97M-V def2-TZVPD def2/J DEFGRID3
* xyz 0 1
C -2.85620 -0.68623 1.62784
C -2.82718 0.40956 0.73397
C -1.91414 0.60526 -0.40552
C -0.14210 -0.90597 -1.46513
C 1.90301 -0.55795 0.07933
C 2.94136 0.41220 0.54009
C 2.86453 1.77030 0.68909
H -3.29283 -0.55660 2.67441
H -2.59172 -2.21703 1.28328
H -3.33148 1.63244 1.13986
H -1.74179 -1.47544 0.09675
H -0.15756 -0.73370 -2.64960
H 0.07639 -1.95266 -1.31900
H 0.31227 0.93145 -0.34854
H 3.77754 0.16302 1.17631
H 1.78373 2.07754 0.54907
H 3.94987 2.30677 1.10252
N -1.27800 -0.67176 -0.58584
N 1.09824 -0.21925 -0.97032
O -1.70934 1.74077 -0.92846
O 2.04160 -1.76848 0.47721
*
```

Löwdin population analysis, charges in e, atoms 1 to 8:
1 C -0.012
2 C -0.131
3 C -0.505
4 C -0.216
5 C -0.514
6 C -0.143
7 C 0.003
8 H 0.057

Most stable structure, least stable structure: (x), (y).

(w)
Computed, not measured: an isolated ion of composition C7H10N and charge +1, with the ωB97M-V functional and the def2-TZVPD basis.

LUMO: -3.4 eV
highest occupied orbital energy: -14.04 eV

The geometry in ORCA input format:
```
! RIJCOSX wB97M-V def2-TZVPD def2/J DEFGRID3
* xyz 1 1
C 1.75036 -1.42515 0.02367
C 0.62518 -0.98933 -0.44803
C -0.86747 0.86472 -0.94560
C 1.75132 0.04515 -0.43412
C -0.28833 0.88772 0.48799
C -0.63016 -0.34607 -0.18266
C -1.82939 -1.06367 0.32103
N 1.28979 1.09074 0.52606
H 2.31958 -2.37546 0.31773
H -1.87722 1.21226 -1.08194
H -0.17773 1.13529 -1.79537
H 2.29550 0.40741 -1.28507
H -0.97267 1.31239 1.16410
H -2.71457 -0.42706 0.17319
H -1.75978 -1.30465 1.37256
H -2.12437 -2.03584 -0.03525
H 1.49844 0.96316 1.46483
H 1.71151 2.04838 0.35689
*
```

Löwdin population analysis, charges in e, atoms 1 to 8:
1 C 0.131
2 C -0.037
3 C 0.018
4 C -0.147
5 C -0.059
6 C -0.467
7 C 0.010
8 N 0.171

(x)
Computed, not measured: an isolated ion of composition C7H10N and charge +1, with the ωB97M-V functional and the def2-TZVPD basis.

LUMO: -4.1 eV
highest occupied orbital energy: -13.77 eV

The geometry in ORCA input format:
```
! RIJCOSX wB97M-V def2-TZVPD def2/J DEFGRID3
* xyz 1 1
C -1.52681 -0.26996 0.89882
C -1.93797 -0.73032 -0.46475
C 1.82298 -1.77726 -0.34139
C 1.84697 0.68083 0.38067
C 0.95849 1.65160 0.29636
C 1.38072 -0.63922 -0.01301
C -0.58921 -0.04922 -0.21892
N -0.30817 1.40231 -0.46783
H -2.18427 0.57333 1.16200
H -1.28604 -0.98437 1.74263
H -1.96671 -1.78320 -0.68104
H -2.73787 -0.17101 -0.96373
H 1.06856 -2.50767 -0.55971
H 2.87424 -2.16289 -0.59158
H 2.81657 0.68001 0.99428
H 0.95040 2.64499 0.60605
H -1.03070 2.09925 -0.18002
H -0.15119 1.34279 -1.59883
*
```

Löwdin population analysis, charges in e, atoms 1 to 8:
1 C -0.116
2 C -0.052
3 C 0.065
4 C -0.033
5 C -0.036
6 C -0.099
7 C -0.236
8 N 0.077

Most stable structure, least stable structure: (w), (x).

(w)
Computed, not measured: C5H8O3 as an isolated structure, with the ωB97M-V functional and the def2-TZVPD basis.

LUMO: 0.5 eV
highest occupied orbital energy: -7.45 eV

The geometry in ORCA input format:
```
! RIJCOSX wB97M-V def2-TZVPD def2/J DEFGRID3
* xyz 0 1
C -1.16326 -0.21727 1.31019
C -1.22074 -0.19011 -1.22443
C 1.61712 -0.54951 0.03678
C 0.90406 0.58696 0.00428
C -0.36759 -0.22009 0.02370
O 2.90383 -0.92697 0.03543
O 1.23125 1.90550 -0.20686
O 0.59416 -1.45074 0.04666
H 3.45524 -0.13542 0.04236
H 0.43668 2.43422 -0.33023
H -1.86331 -1.04992 1.31863
H -0.49815 -0.30654 2.16515
H -1.72931 -1.14700 -1.32748
H -0.60716 -0.04495 -2.11079
H -1.97048 0.59689 -1.17005
H -1.72232 0.71497 1.38669
*
```

Löwdin population analysis, charges in e, atoms 1 to 8:
1 C -0.011
2 C -0.005
3 C -0.363
4 C -0.220
5 C -0.405
6 O 0.132
7 O 0.052
8 O 0.049

(x)
Computed, not measured: C5H8O3 as an isolated structure, with the ωB97M-V functional and the def2-TZVPD basis.

LUMO: 1.1 eV
highest occupied orbital energy: -9.62 eV

The geometry in ORCA input format:
```
! RIJCOSX wB97M-V def2-TZVPD def2/J DEFGRID3
* xyz 0 1
C 1.64454 -0.33166 -0.08686
C 1.16354 1.28065 0.07682
C -0.29260 0.85384 0.01698
C -1.84581 -0.34029 -0.25167
C -0.70506 -1.04722 0.53514
H 2.13916 -0.54817 -1.01407
H 2.24815 -0.54739 0.77044
H 1.33387 1.82988 1.07393
H 1.43722 1.83700 -0.81512
H -0.16925 0.42393 -1.03797
H -1.77260 -0.64248 -1.26765
H -2.86565 -0.69582 0.05609
H -0.88610 -2.02811 1.08864
O -1.70735 1.12117 -0.06526
O 0.48360 -1.23274 -0.34323
O -0.20564 0.06742 1.26380
*
```

Löwdin population analysis, charges in e, atoms 1 to 8:
1 C -0.067
2 C -0.031
3 C -0.402
4 C -0.107
5 C -0.243
6 H 0.114
7 H 0.104
8 H 0.139

Most stable structure, least stable structure: (w), (x).

(w)
Computed, not measured: a single C6H6O2 molecule, with the ωB97M-V functional and the def2-TZVPD basis.

LUMO: 0.5 eV
highest occupied orbital energy: -8.96 eV

The geometry in ORCA input format:
```
! RIJCOSX wB97M-V def2-TZVPD def2/J DEFGRID3
* xyz 0 1
C 1.97286 -1.41255 -0.92879
C 1.00753 -0.47426 -0.38895
C -0.33225 1.02420 0.66044
C -1.00028 2.35823 0.54635
C -1.13889 -0.29424 0.47148
C -0.32685 -1.19582 -0.26048
H 3.13717 -1.17143 -0.71883
H 1.81603 -2.34112 -1.16787
H -1.97633 2.44197 0.94370
H -0.47737 3.43678 0.35881
H -2.06142 -0.33470 1.22888
H -0.23620 -2.35393 -0.25187
O 1.07507 0.77428 0.40326
O -1.45908 -0.45742 -0.89613
*
```

Löwdin population analysis, charges in e, atoms 1 to 8:
1 C 0.096
2 C -0.159
3 C -0.175
4 C 0.097
5 C -0.267
6 C -0.179
7 H 0.111
8 H -0.028

(x)
Computed, not measured: C6H6O2 as an isolated structure, with the ωB97M-V functional and the def2-TZVPD basis.

LUMO: -1.0 eV
highest occupied orbital energy: -9.24 eV

The geometry in ORCA input format:
```
! RIJCOSX wB97M-V def2-TZVPD def2/J DEFGRID3
* xyz 0 1
C -0.29790 0.71112 0.01646
C 0.40566 0.17090 1.30629
C 0.82258 -1.05176 0.34923
C 1.74796 -0.10622 -0.53099
C 0.85946 0.78592 -0.79568
C -0.55094 -0.75157 -0.16363
H -0.90665 2.32815 0.95370
H -0.55109 -0.04440 1.84016
H 1.44860 0.53392 1.86292
H 1.06094 -1.97404 0.74484
H 2.59372 -0.75196 -0.90439
H 0.94198 1.53971 -1.39422
O -1.22303 1.44261 -0.12340
O -1.59052 -1.46531 -0.40074
*
```

Löwdin population analysis, charges in e, atoms 1 to 8:
1 C -0.769
2 C -0.025
3 C -0.110
4 C 0.010
5 C -0.061
6 C -0.271
7 H 0.368
8 H 0.133

Most stable structure, least stable structure: (w), (x).